(1)
Here is a molecular structure, C23H27Br2CsN3O2 from OMol25. Energies are from ωB97M-V/def2-TZVPD.

Structure (XYZ):
```
58
Properties=species:S:1:pos:R:3:lowdin_charge:R:1
Cs 0.3343 0.1989 -0.2832 1.134
C -1.6554 3.8423 -1.0475 -0.035
C -0.3314 4.2768 -0.4845 -0.339
C 0.1112 5.6080 -0.6298 -0.025
C 1.3367 5.9551 -0.1355 -0.040
C 2.1315 4.9896 0.5183 -0.201
C 3.4176 5.2598 1.0630 -0.654
Br 4.1849 6.9883 0.9205 0.715
C 4.1066 4.2650 1.6905 -0.202
C 3.5776 2.9772 1.8125 -0.622
Br 4.6108 1.6778 2.7216 0.724
C 2.3242 2.6027 1.3178 -0.481
O 1.8023 1.4604 1.3933 -0.422
C 1.5975 3.6894 0.6379 -0.135
N 0.3894 3.3610 0.1200 0.111
H -2.2475 4.6876 -1.3982 0.070
H -2.2294 3.3066 -0.2907 0.077
H -1.5109 3.1641 -1.8915 0.081
H -0.5202 6.3263 -1.1339 0.104
H 1.7107 6.9645 -0.2383 0.068
H 5.0861 4.4559 2.1094 0.087
C -2.3983 -2.3988 3.8087 -0.041
N -1.7546 -1.1218 4.0639 -0.151
C -1.4177 -0.7277 5.4176 -0.059
C -1.3911 -0.4000 2.9736 -0.514
C -0.6801 0.9156 3.1629 0.005
O -1.6608 -0.8277 1.8520 -0.074
H -2.6240 -2.8801 4.7576 0.077
H -1.7530 -3.0493 3.2153 0.094
H -3.3231 -2.2558 3.2482 0.091
H -1.8145 -1.4705 6.1066 0.078
H -1.8590 0.2362 5.6773 0.086
H -0.3374 -0.6706 5.5696 0.094
H -0.5816 1.2548 4.1890 0.066
H -1.2290 1.6652 2.5922 0.094
H 0.3133 0.8734 2.7131 0.049
C -1.0252 -5.4739 -2.3428 -0.133
N -0.5563 -4.5319 -1.3503 -0.263
C -1.6333 -3.6561 -0.9336 -0.120
C 0.6435 -3.8026 -1.7936 -0.202
C 0.4984 -2.9611 -3.0518 -0.315
C 0.7955 -3.5703 -4.2703 -0.110
C 0.6407 -2.8848 -5.4654 -0.143
C 0.1800 -1.5783 -5.4153 -0.155
C -0.0972 -0.9948 -4.1840 -0.212
C 0.0497 -1.6234 -2.9335 -0.200
H -1.8282 -6.0816 -1.9173 0.072
H -0.2126 -6.1409 -2.6383 0.076
H -1.4063 -4.9922 -3.2568 0.083
H -2.4402 -4.2625 -0.5132 0.073
H -2.0340 -3.0426 -1.7528 0.077
H -1.2853 -2.9715 -0.1589 0.063
H 1.4315 -4.5552 -1.9189 0.106
H 0.9316 -3.1472 -0.9651 0.090
H 1.1611 -4.5956 -4.2852 0.091
H 0.8768 -3.3591 -6.4122 0.080
H 0.0428 -1.0151 -6.3351 0.078
H -0.4488 0.0404 -4.2248 0.053
```

For the gap between HOMO and LUMO, the calculation gives 5.267 eV. The HOMO energy is -3.289 eV. The calculation puts the lowest unoccupied orbital energy at 2.0 eV. The energy above the lowest of the compared OMol25 structures with the same formula, charge and spin is 0.0 kcal per mole. Its charge is -1.


(2)
Here is a molecular structure, C9H22N4O7Ti from OMol25. Energies are from ωB97M-V/def2-TZVPD.

Structure (XYZ):
```
43
Properties=species:S:1:pos:R:3:lowdin_charge:R:1
O 1.0741 -0.4926 -4.6136 0.006
H 0.1110 -0.5032 -4.3372 0.018
Ti -0.6342 0.1619 -0.8853 1.131
N -0.2462 1.5754 0.5343 -0.154
N 1.3291 0.7514 -1.2656 -0.112
N -1.3717 -0.9805 0.5938 -0.126
N -0.0423 -1.7844 -1.4387 -0.130
O -1.0650 1.8492 1.5352 -0.165
O -1.7912 -0.5407 1.8127 -0.006
O 0.9653 -2.0125 -2.2219 -0.094
O 2.2226 0.0833 -1.9767 -0.054
C 1.8093 1.7728 -0.5165 -0.229
C 0.9161 2.2818 0.4351 -0.215
C -1.3664 -2.3163 0.4130 -0.219
C -0.4950 -2.7622 -0.6027 -0.228
C 1.2456 3.3292 1.4160 0.018
H 1.6038 2.8499 2.3386 0.119
H 0.3763 3.9392 1.6721 0.101
H 2.0301 4.0057 1.0593 0.092
C 3.2330 2.1193 -0.6577 0.016
H 3.5670 2.0552 -1.6922 0.102
H 3.8859 1.4792 -0.0440 0.120
H 3.3963 3.1372 -0.3048 0.086
C -2.0087 -3.2196 1.3824 0.025
C 0.0422 -4.1449 -0.6066 0.010
H -2.6918 -2.7096 2.0531 0.095
H -1.2608 -3.7402 1.9916 0.117
H -2.5632 -3.9897 0.8471 0.110
H 0.8336 -4.2597 -1.3456 0.091
H -0.7313 -4.8961 -0.7960 0.105
H 0.4534 -4.4157 0.3753 0.104
H -1.5292 0.4686 1.8318 0.059
H 1.6784 -0.8945 -2.2356 0.055
C -2.1708 1.0708 -1.1336 -0.105
H -2.6820 1.9846 -0.8420 0.081
H -2.7229 0.1085 -0.9707 0.085
H -1.8036 1.1446 -2.1570 0.054
O -2.9393 3.9298 1.5249 -0.076
H -3.7767 3.7220 1.9386 0.029
H -2.4017 3.1058 1.5978 -0.007
O 1.6407 -1.0030 1.4246 -0.047
H 1.3537 -0.8647 2.3517 0.070
H 2.5263 -1.3957 1.5148 0.067
```

For the gap between HOMO and LUMO (spin up / spin down), the calculation gives 6.383 / 6.400 eV. The HOMO energy (spin up / spin down) is -11.817 / -11.804 eV. The calculation puts the lowest unoccupied orbital energy (spin up / spin down) at -5.4 / -5.4 eV. Its multiplicity is 2. The energy above the lowest of the compared OMol25 structures with the same formula, charge and spin is 6.8 kcal per mole. Its charge is +1.


(3)
Here is 2 unconnected molecules or ions with the total composition C5H14S from OMol25. Energies are from ωB97M-V/def2-TZVPD.

Structure (XYZ):
```
20
Properties=species:S:1:pos:R:3:lowdin_charge:R:1
C -2.9464 -0.5983 1.0252 -0.125
C -2.6698 -1.4117 -0.2299 -0.326
C -1.5173 -0.9454 -1.1007 -0.135
H -2.8179 0.4689 0.8652 0.065
H -3.9589 -0.7335 1.3968 0.064
H -2.2591 -0.8724 1.8243 0.069
H -2.4487 -2.4265 0.1175 0.098
H -3.5735 -1.4953 -0.8462 0.099
H -1.2295 -1.7168 -1.8126 0.071
H -0.6518 -0.6632 -0.4930 0.039
H -1.7556 -0.0311 -1.6604 0.076
C 1.8851 0.2715 -1.6595 -0.154
C 1.7048 1.2319 -0.4801 -0.615
S 1.6570 0.5373 1.2220 0.651
H 2.4573 -0.5595 -1.2674 0.061
H 0.9547 0.1000 -2.1862 0.054
H 2.5417 0.7699 -2.3705 0.066
H 0.7659 1.7964 -0.5068 0.056
H 2.5190 1.9434 -0.4261 0.046
H 2.8865 0.0109 1.2027 -0.160
```

For the gap between HOMO and LUMO, the calculation gives 9.947 eV. The HOMO energy is -9.029 eV. The calculation puts the lowest unoccupied orbital energy at 0.9 eV. The energy above the lowest of the compared OMol25 structures with the same formula, charge and spin is 8.2 kcal per mole. Its charge is 0.


(4)
Here is a single C7H12OS3 molecule from OMol25. Energies are from ωB97M-V/def2-TZVPD.

Structure (XYZ):
```
23
Properties=species:S:1:pos:R:3:lowdin_charge:R:1
C 2.3980 2.2181 -1.5405 -0.046
C 1.0295 1.8415 -1.0446 -0.467
C 0.3391 2.7876 -0.0354 -1.108
C -0.0954 -2.2570 1.1190 -0.256
C -0.9091 -2.3732 -0.1696 -0.244
C -1.3586 -0.9553 -0.5232 -0.436
C -0.9315 -1.4110 2.0799 -0.433
H 2.3730 3.1938 -2.0358 0.084
H 2.7340 1.4484 -2.2379 0.088
H 3.0983 2.3068 -0.7068 0.083
H -1.2536 1.1669 -0.2509 -0.182
H 0.1351 -3.2362 1.5530 0.111
H 0.8553 -1.7512 0.9101 0.113
H -1.7867 -3.0059 0.0059 0.112
H -0.3314 -2.8192 -0.9874 0.115
H -0.5619 -0.4084 -1.0355 0.022
H -2.2457 -0.9466 -1.1620 0.088
H -0.3220 -0.9297 2.8493 0.075
H -1.6952 -2.0183 2.5756 0.070
O 0.4611 0.8348 -1.4057 0.009
S -1.2341 2.2882 0.4909 0.767
S 1.0458 4.1533 0.4903 0.664
S -1.7440 -0.1274 1.0614 0.769
```

For the gap between HOMO and LUMO, the calculation gives 6.469 eV. The HOMO energy is -7.468 eV. The calculation puts the lowest unoccupied orbital energy at -1.0 eV. The energy above the lowest of the compared OMol25 structures with the same formula, charge and spin is 0.0 kcal per mole. Its charge is 0.


(5)
Here is a single C4H3ClN2OS molecule from OMol25. Energies are from ωB97M-V/def2-TZVPD.

Structure (XYZ):
```
12
Properties=species:S:1:pos:R:3:lowdin_charge:R:1
O 2.0055 -2.8202 0.5547 0.060
C 1.7435 -1.6961 0.1983 -0.541
N 0.3819 -1.2600 0.1707 0.087
N -0.0630 0.0100 0.0564 -0.029
C 0.7043 1.1448 0.0404 -0.143
C 2.0418 1.0646 0.1393 -0.638
Cl 3.3032 2.1593 0.1541 0.670
C 2.7080 -0.6795 -0.0792 -0.645
S 4.2595 -0.9292 -0.2713 0.800
H -0.4274 -1.8403 0.0893 0.152
H -0.9842 -0.0462 -0.3208 0.144
H 0.2419 2.0327 -0.0305 0.083
```

For the gap between HOMO and LUMO (spin up / spin down), the calculation gives 7.180 / 7.181 eV. The HOMO energy (spin up / spin down) is -8.044 / -8.045 eV. The calculation puts the lowest unoccupied orbital energy (spin up / spin down) at -0.9 / -0.9 eV. The energy above the lowest of the compared OMol25 structures with the same formula, charge and spin is 67.7 kcal per mole. Its charge is 0.


(6)
Here is a molecular structure, C15H22AlCl27NO2 from OMol25. Energies are from ωB97M-V/def2-TZVPD.

Structure (XYZ):
```
68
Properties=species:S:1:pos:R:3:lowdin_charge:R:1
C 1.4152 2.0782 4.7909 -0.093
C 1.9438 3.3562 3.8681 -0.391
N 1.1357 4.4648 3.8138 0.036
C 3.3668 3.1480 3.0664 -0.271
Al 3.1206 3.4583 1.0148 0.250
C 1.3337 2.6845 0.3524 -0.307
O 1.4355 1.3914 -0.3416 -0.248
C 1.4366 0.2521 0.5889 -0.337
C 0.2870 -0.0994 1.7074 -0.095
O 2.4638 -0.6364 0.4950 -0.072
H 2.2900 1.4890 5.2985 0.074
H 0.5608 2.3773 5.5492 0.072
H 0.9056 1.3331 4.0183 0.049
H 0.3161 4.2603 4.4359 -0.020
H 3.8038 2.0646 3.2996 0.054
H 4.1411 3.9222 3.4881 0.055
H 4.3920 2.9404 0.1791 -0.116
H 3.0513 5.0632 0.8591 -0.110
H 0.5738 2.7003 1.2420 0.056
H 0.9172 3.4639 -0.4505 0.081
H -0.4557 -0.9529 1.3604 0.034
H -0.3287 0.8714 2.0188 0.084
H 0.8380 -0.4505 2.7070 0.092
C -0.5787 7.6394 2.0104 -1.529
Cl -0.0502 7.2837 0.3570 0.510
Cl -0.1290 9.2919 2.4651 0.498
Cl -2.3277 7.4048 2.1685 0.471
H -0.0754 6.9463 2.6894 0.001
C -2.7686 -0.4140 -1.2095 -1.470
Cl -3.0224 -1.6194 0.0641 0.478
Cl -1.1791 0.3496 -1.0353 0.658
Cl -2.9298 -1.1568 -2.8101 0.489
H -3.5348 0.3590 -1.1098 0.024
C -4.2278 4.7125 5.0943 -1.535
Cl -5.2015 6.1923 5.0549 0.508
Cl -4.9614 3.4580 4.0806 0.510
Cl -2.5687 5.0454 4.5690 0.512
H -4.1963 4.3482 6.1244 0.016
C -2.4752 -4.2888 2.9779 -1.530
Cl -2.6868 -5.5453 4.2091 0.517
Cl -4.0482 -3.6980 2.4154 0.499
Cl -1.5001 -2.9529 3.6136 0.538
H -1.9471 -4.7261 2.1267 0.022
C -4.7796 -5.4472 -1.2990 -1.518
Cl -6.2635 -5.8519 -2.1787 0.519
Cl -3.5368 -6.6794 -1.5760 0.528
Cl -4.1879 -3.8478 -1.7798 0.482
H -5.0084 -5.4229 -0.2305 0.002
C -3.6762 1.1470 -6.0948 -1.542
Cl -5.0554 0.8735 -7.1731 0.507
Cl -2.5524 2.3172 -6.8071 0.520
Cl -4.2293 1.7033 -4.5061 0.501
H -3.1486 0.1989 -5.9632 0.010
C -2.4227 -8.1897 -4.9256 -1.550
Cl -2.6495 -9.9449 -5.0102 0.509
Cl -0.9467 -7.7112 -5.7814 0.517
Cl -3.8306 -7.3475 -5.5948 0.506
H -2.3189 -7.9061 -3.8751 -0.029
C 4.3527 -2.2169 -2.4446 -1.517
Cl 5.1121 -1.3414 -3.7848 0.522
Cl 3.5777 -3.6991 -3.0297 0.501
Cl 5.5470 -2.5926 -1.1909 0.519
H 3.5834 -1.5760 -2.0064 0.010
C 8.6978 -2.7867 -4.3464 -1.547
Cl 9.4572 -1.9111 -5.6866 0.507
Cl 7.9229 -4.2689 -4.9314 0.503
Cl 9.8921 -3.1623 -3.0926 0.509
H 7.9285 -2.1457 -3.9082 -0.026
```

For the gap between HOMO and LUMO, the calculation gives 6.907 eV. The HOMO energy is -5.465 eV. The calculation puts the lowest unoccupied orbital energy at 1.4 eV. Its charge is -1.